(1)
DFT (ωB97M-V with the def2-TZVPD basis set) results for a cluster of 2 separate species, C9H20IN in total.

Structure (ORCA input):
```
! wB97M-V def2-TZVPD RIJCOSX def2/J DEFGRID3
* xyz 0 1
I -4.692 1.129 -0.494
C 1.430 -1.506 -2.599
C 0.009 -1.974 -2.196
C -0.394 -1.582 -0.809
C -0.489 -0.011 -0.706
N -0.452 0.384 0.728
C 0.922 -0.010 1.388
C 1.511 1.326 1.865
C 0.907 2.377 1.063
C -0.548 1.935 0.877
C -1.545 -0.300 1.537
H 1.621 -0.441 -2.463
H 1.514 -1.546 -3.685
H 2.338 -2.020 -2.284
H -0.062 -3.058 -2.282
H -0.682 -1.529 -2.911
H 0.251 -2.070 -0.078
H -1.376 -2.037 -0.674
H -1.473 0.118 -1.157
H 0.334 0.537 -1.164
H 0.828 -0.748 2.185
H 1.452 -0.562 0.611
H 1.224 1.360 2.916
H 2.598 1.371 1.803
H 0.984 3.381 1.481
H 1.353 2.463 0.072
H -1.129 2.066 1.790
H -1.131 2.321 0.040
H -1.463 -1.380 1.410
H -2.482 0.093 1.143
H -1.355 -0.089 2.589
*
```

The largest force on an atom comes out at 0.0533 hartree/bohr. The value obtained for the energy relative to the best compared isomer or geometry (same formula, charge and spin) is 71.7 kJ/mol. The value obtained for the gap between HOMO and LUMO is 0.23744 hartree.

Here are the natural (NBO) charges for atoms 1 to 8, given in e: -0.955, -0.633, -0.399, -0.421, -0.244, -0.212, -0.201, -0.433


(2)
DFT (ωB97M-V with the def2-TZVPD basis set) results for a cluster of 3 separate species, C6H13NS in total.

Structure (ORCA input):
```
! wB97M-V def2-TZVPD RIJCOSX def2/J DEFGRID3
* xyz 0 1
C 0.069 -2.900 0.342
C -1.305 0.407 -0.997
C 0.312 2.147 0.311
C -2.713 0.058 -1.385
C 1.002 2.698 1.499
C 2.289 -2.266 0.718
N -0.779 -2.290 -0.397
S -1.093 1.280 0.445
H -0.074 -3.968 0.491
H -0.625 0.670 -1.797
H 0.770 2.238 -0.661
H -3.248 0.905 -1.824
H -3.273 -0.271 -0.510
H -2.710 -0.741 -2.125
H 1.217 3.760 1.355
H 0.392 2.579 2.391
H 1.959 2.195 1.664
H 2.390 -2.716 1.716
H 2.123 -1.185 0.863
H -1.586 -2.749 -0.826
H -0.740 -1.252 -0.569
*
```

The largest force on an atom comes out at 0.0657 hartree/bohr. The value obtained for the energy relative to the best compared isomer or geometry (same formula, charge and spin) is 819.0 kJ/mol. The value obtained for the gap between HOMO and LUMO (alpha / beta) is 0.24183 / 0.25148 hartree.

Here are the natural (NBO) charges for atoms 1 to 8, given in e: 0.096, -0.648, -0.436, -0.641, -0.650, -0.553, -0.734, 0.684


(3)
DFT (ωB97M-V with the def2-TZVPD basis set) results for a structure of composition C15H26CaNO2P.

Structure (ORCA input):
```
! wB97M-V def2-TZVPD RIJCOSX def2/J DEFGRID3
* xyz 0 1
C 0.908 1.271 -3.660
C 1.445 1.944 -2.566
C 1.150 1.525 -1.245
C 0.348 0.415 -1.050
C -0.191 -0.261 -2.131
C 0.089 0.164 -3.449
C 1.809 2.323 -0.143
C 1.178 2.429 1.259
N -0.182 1.840 1.424
Ca 0.221 -0.306 1.397
C -1.053 -1.485 -1.942
P -1.778 -1.539 -0.241
H 2.092 2.814 -2.702
H -0.354 -0.390 -4.280
H 1.130 1.607 -4.673
H -0.450 -2.407 -2.039
H -1.868 -1.525 -2.683
H 2.830 1.931 0.012
H 1.952 3.355 -0.508
H 1.836 1.926 1.984
C -2.285 -3.290 -0.239
C -3.383 -0.717 -0.542
H 1.130 3.497 1.548
C -1.185 2.500 0.527
C -0.612 2.008 2.846
H -0.003 -1.834 3.315
H -1.918 3.054 1.135
H -0.686 3.195 -0.159
H -1.729 1.751 -0.059
H -1.122 2.978 2.981
H -1.326 1.215 3.122
H 0.251 1.969 3.526
H -3.971 -1.297 -1.266
H -3.918 -0.672 0.416
H -3.233 0.306 -0.910
H -3.049 -3.477 -1.006
H -1.398 -3.911 -0.424
H -2.687 -3.532 0.753
H -0.666 -1.358 3.510
C 3.467 -2.996 1.134
C 2.328 -2.017 1.225
O 1.203 -2.377 0.712
O 2.473 -0.877 1.806
H 3.127 -3.976 1.490
H 4.325 -2.665 1.715
H 3.755 -3.109 0.083
*
```

The largest force on an atom comes out at 0.0566 hartree/bohr. The value obtained for the energy relative to the best compared isomer or geometry (same formula, charge and spin) is 0.0 kJ/mol. The value obtained for the gap between HOMO and LUMO is 0.25107 hartree.

Here are the natural (NBO) charges for atoms 1 to 8, given in e: -0.244, -0.226, -0.096, -0.473, -0.094, -0.222, -0.455, -0.230


(4)
DFT (ωB97M-V with the def2-TZVPD basis set) results for a structure of composition C4HN2P.

Structure (ORCA input):
```
! wB97M-V def2-TZVPD RIJCOSX def2/J DEFGRID3
* xyz 0 1
C -1.843 0.095 -1.445
C 0.771 0.709 1.375
C -0.207 -0.621 -0.443
C 1.007 -0.210 0.276
N -2.757 0.392 -2.092
N 0.706 1.525 2.194
P 0.332 -2.065 0.163
H 1.991 0.174 -0.028
*
```

The largest force on an atom comes out at 0.0775 hartree/bohr. The value obtained for the energy relative to the best compared isomer or geometry (same formula, charge and spin) is 291.3 kJ/mol. The value obtained for the gap between HOMO and LUMO is 0.34033 hartree.

Charges per atom according to natural (NBO) partitioning, unit e: 0.270, 0.228, -0.332, -0.551, -0.379, -0.278, 0.773, 0.269


Q: Which formula does entry 1 have?
A: C9H20IN


Q: The lowest largest force on an atom belongs to which entry?
A: C9H20IN


Q: Among the records above, which one has the lowest energy relative to the best compared isomer or geometry (same formula, charge and spin)?
A: C15H26CaNO2P


Q: Look up the energy relative to the best compared isomer or geometry (same formula, charge and spin) of the second one.
A: 819.0 kJ/mol